## w
# C6H11NS

A single C6H11NS molecule (wB97M-V/def2-TZVPD, the Open Molecules 2025 dataset).

The geometry in ORCA input format:
```
! RIJCOSX wB97M-V def2-TZVPD def2/J DEFGRID3
* xyz 0 3
C -2.09 -0.13 -0.37
C -1.27 0.73 0.23
C 1.36 -0.69 -1.08
C 2.60 0.43 0.79
C 0.13 0.42 0.89
C 1.47 0.13 0.19
N -1.90 -1.49 -0.50
S -1.57 2.50 0.06
H -3.02 0.20 -0.83
H 1.98 -0.21 -1.89
H 1.66 -1.70 -1.00
H 0.35 -0.75 -1.47
H 2.94 0.94 1.65
H 3.49 0.11 0.38
H -2.88 2.37 -0.13
H -0.26 -0.37 1.60
H -0.91 -1.76 -0.48
H 0.34 1.18 1.70
H -2.42 -1.90 0.25
*
```

LUMO level (alpha / beta) in eV: 0.8 / -2.2
E_HOMO (alpha / beta) in eV: -5.3 / -8.1
Frontier orbital gap (alpha / beta) in eV: 6.1 / 5.9



## x
# C6H11NS

A single C6H11NS molecule (wB97M-V/def2-TZVPD, the Open Molecules 2025 dataset).

The geometry in ORCA input format:
```
! RIJCOSX wB97M-V def2-TZVPD def2/J DEFGRID3
* xyz 0 3
C 1.87 -0.80 0.16
C -0.66 -1.07 -1.54
C -1.81 0.53 -0.06
C 0.79 0.53 1.78
C -0.68 -0.54 -0.14
C 0.68 0.03 0.33
N 2.77 -1.43 -0.24
S 1.12 1.64 -0.76
H 0.07 -0.52 -2.09
H -1.54 -0.82 -2.05
H -0.38 -2.10 -1.70
H -2.70 -0.02 -0.39
H -1.55 1.38 -0.87
H -1.94 0.98 0.92
H 1.30 -0.39 2.27
H 1.30 1.41 1.81
H -0.18 0.65 2.20
H -0.95 -1.34 0.55
H 2.49 1.87 -0.21
*
```

LUMO level (alpha / beta) in eV: 0.3 / -3.1
E_HOMO (alpha / beta) in eV: -5.3 / -10.5
Frontier orbital gap (alpha / beta) in eV: 5.5 / 7.4



Most favorable structure: x. The second most favorable one is 0.845 eV above it.